[1]
ORCA calculation (ωB97M-V with the def2-TZVPD basis set) on C6H8FNO2S in the gas phase at a distorted geometry.

Geometry as XYZ:
```
19
Properties=species:S:1:pos:R:3:forces:R:3
C -0.2844 0.4295 -1.3109 -0.006 1.102 -0.483
C -1.5938 0.7096 -1.4191 -0.436 1.191 -1.609
C 0.2054 -0.7696 -0.6097 -2.598 -1.144 2.519
C -2.6909 -0.1691 -0.8752 4.519 -2.046 -0.473
C -1.9750 -0.9938 0.1696 -0.802 1.493 0.397
C 3.2784 0.3661 1.5545 -3.281 1.359 1.077
N -0.7715 -1.1362 0.4133 -0.405 -0.894 0.071
O 0.9115 1.5958 1.2037 0.435 -0.632 -0.466
O 1.4086 -0.7648 0.1008 1.517 1.548 -0.651
F -2.8370 -1.2851 1.1326 -0.730 -0.887 0.998
S 1.4134 0.2391 1.4786 0.445 -0.062 0.633
H 0.5927 0.9739 -1.6296 -0.550 0.936 -0.526
H -2.1327 1.6017 -1.9089 1.944 -1.060 0.468
H 0.1322 -1.6407 -1.2114 1.115 -0.746 -1.127
H -3.3223 0.4674 -0.4116 -2.654 1.514 1.515
H -3.1332 -0.8284 -1.5889 -0.590 -0.129 -0.710
H 3.6578 0.3271 0.6195 1.314 0.205 -2.957
H 3.4883 1.2357 2.1369 -0.100 1.147 -0.193
H 3.6526 -0.3583 2.1558 0.863 -2.895 1.516
```
Positions in Å, forces in eV/Å.

Results
E: -25486.47377 eV
HOMO energy: -9.1647 eV
Kohn-Sham gap: 0.36982 Ha
Total charge: 0

---

[2]
ORCA calculation (ωB97M-V with the def2-TZVPD basis set) on 2 unconnected molecules or ions with the total composition CHClFNS at a distorted geometry.

Geometry as XYZ:
```
6
Properties=species:S:1:pos:R:3:forces:R:3
C 0.1609 1.1479 -0.3455 -1.167 -0.781 -1.004
N -0.5642 -1.2434 -0.0282 -2.408 1.489 -2.750
F -0.2387 1.4539 -1.5667 0.519 0.019 1.125
S 1.2768 1.5844 0.6397 0.324 0.432 -0.055
Cl 0.7400 -1.6330 0.7241 2.791 -1.293 2.123
H -1.3748 -1.3097 0.5765 -0.059 0.133 0.560
```
Positions in Å, forces in eV/Å.

Results
E: -28613.19829 eV
HOMO energy (spin up / spin down): -8.4666 / -9.4735 eV
Kohn-Sham gap (spin up / spin down): 0.27906 / 0.32428 Ha
Total charge: 0

---

[3]
ORCA calculation (ωB97M-V with the def2-TZVPD basis set) on C3H5NO in the gas phase at a distorted geometry.

Geometry as XYZ:
```
10
Properties=species:S:1:pos:R:3:forces:R:3
O 0.2999 -1.8465 -0.0174 0.135 -0.151 0.169
C 0.6528 -0.4767 0.0103 0.106 0.342 0.014
C -0.5914 0.3378 -0.3809 -0.098 -0.120 -0.034
C -0.5904 1.7027 0.1458 -0.016 0.956 0.379
N -0.6124 2.7712 0.5887 0.090 -1.043 -0.449
H 0.5975 -2.2501 0.8046 -0.060 -0.044 -0.191
H 1.0046 -0.1738 1.0034 -0.103 -0.029 -0.140
H 1.4623 -0.2829 -0.7061 -0.116 -0.031 0.158
H -1.4672 -0.1851 0.0189 0.107 0.130 -0.057
H -0.6955 0.3737 -1.4697 -0.045 -0.008 0.152
```
Positions in Å, forces in eV/Å.

Results
E: -6728.94169 eV
HOMO energy: -11.0461 eV
Kohn-Sham gap: 0.42981 Ha
SMILES: N#CCCO
Total charge: 0

---

[4]
ORCA calculation (ωB97M-V with the def2-TZVPD basis set) on C2H4N2S in the gas phase at a distorted geometry.

Geometry as XYZ:
```
9
Properties=species:S:1:pos:R:3:forces:R:3
C -1.3164 -0.3429 -0.0123 0.097 0.527 0.441
C 0.0011 0.1579 0.4193 1.979 -2.079 -0.895
N -2.3999 -0.5185 -0.3448 -0.073 -0.402 -0.132
N 1.1456 -0.7171 0.0245 -0.182 0.310 -2.015
S 0.1614 1.8534 -0.1226 -0.584 0.417 -1.111
H 0.0448 0.2596 1.4798 -0.148 -0.480 0.859
H 1.4192 -0.9919 -0.9670 -1.266 1.081 1.889
H 1.6398 -1.2922 0.6658 -0.245 -0.085 0.849
H -0.6958 1.5916 -1.1427 0.422 0.711 0.113
```
Positions in Å, forces in eV/Å.

Results
E: -15953.02287 eV
HOMO energy: -9.5369 eV
Kohn-Sham gap: 0.37273 Ha
SMILES: N#C[C@@H](N)S
Total charge: 0